Computed, not measured: a single C2H5NS2 molecule, with the ωB97M-V functional and the def2-TZVPD basis.

The value obtained for the highest occupied orbital energy is -8.625 eV. As for the SMILES: CS/C=N\S. The relative energy (zero: lowest compared OMol25 entry of this formula, charge and spin) is 31.11 kcal/mol. Its total charge is 0. The calculation puts the orbital gap at 9.32 eV.

Geometry (Å):
C -1.010 -0.328 1.193
S -0.793 1.311 0.499
C 0.688 1.225 -0.509
N 1.233 0.333 -1.254
S 0.456 -1.141 -1.447
H -1.758 -0.122 1.997
H -1.400 -1.040 0.447
H -0.060 -0.727 1.676
H 1.208 2.202 -0.439
H 1.435 -1.714 -2.163



Computed, not measured: 7 unconnected molecules or ions with the total composition C52H81BN5O16P, with the ωB97M-V functional and the def2-TZVPD basis.

The value obtained for the highest occupied orbital energy is -7.078 eV. As for the SMILES: [H]/N=C(/C)Cc1c(CC=O)c(P(C)CC)c(NCCCC)c2nc(CCN(CC)C(C)=O)c(B(O)OCC)nc12.O=C1CCCO1.O=C1CCCO1.O=C1CCCO1.O=C1CCCO1.O=C1CCCO1.O=C1CCCO1. Its total charge is 0. The calculation puts the orbital gap at 7.13 eV.

Geometry (Å):
H 1.251 -2.817 -5.080
N 2.000 -3.318 -4.586
C 2.427 -2.610 -3.601
C 3.595 -3.256 -2.763
C 1.805 -1.193 -3.255
C 1.450 -1.086 -1.721
C 2.400 -0.555 -0.728
C 3.809 -0.139 -1.245
C 3.794 1.457 -1.439
O 2.885 1.963 -2.077
C 2.060 -0.404 0.729
P 3.088 0.288 2.111
C 2.172 1.902 2.574
C 4.787 0.892 1.634
C 5.490 1.362 3.003
C 0.712 -0.870 1.139
N 0.260 -0.836 2.496
C 0.188 -2.165 3.146
C 1.210 -2.383 4.320
C 1.063 -1.323 5.485
C 1.776 -1.950 6.773
C -0.271 -1.420 0.127
N -1.514 -1.786 0.611
C -2.371 -2.257 -0.337
C -3.801 -2.613 0.240
C -4.432 -1.269 0.786
N -4.704 -1.255 2.247
C -3.472 -1.415 3.060
C -3.694 -1.119 4.617
C -5.177 0.112 2.560
C -4.268 1.388 2.450
O -6.311 0.281 2.958
C -1.953 -2.400 -1.765
B -3.004 -3.002 -2.856
O -2.527 -4.052 -3.649
O -4.325 -2.521 -2.968
C -4.363 -1.167 -3.506
C -5.120 -0.260 -2.447
N -0.735 -2.066 -2.308
C 0.069 -1.552 -1.298
H 4.506 -3.385 -3.404
H 3.280 -4.281 -2.423
H 3.869 -2.663 -1.856
H 2.520 -0.366 -3.542
H 0.881 -1.092 -3.887
H 4.663 -0.494 -0.607
H 4.056 -0.537 -2.273
H 4.599 2.150 -1.062
H 1.460 1.722 3.449
H 1.608 2.202 1.652
H 2.882 2.700 2.922
H 5.480 0.098 1.228
H 4.802 1.824 0.990
H 6.565 1.656 2.815
H 4.967 2.295 3.350
H 5.385 0.589 3.809
H 0.707 -0.120 3.062
H -0.883 -2.348 3.471
H 0.385 -2.938 2.345
H 2.256 -2.461 3.912
H 0.978 -3.396 4.781
H 1.626 -0.403 5.150
H -0.012 -1.070 5.719
H 2.049 -1.142 7.503
H 1.077 -2.704 7.262
H 2.671 -2.542 6.425
H -4.439 -3.191 -0.466
H -3.594 -3.292 1.119
H -5.416 -1.061 0.270
H -3.763 -0.401 0.489
H -3.062 -2.467 3.014
H -2.630 -0.746 2.729
H -3.198 -0.133 4.851
H -3.108 -1.883 5.208
H -4.772 -1.128 4.921
H -3.493 1.333 1.638
H -3.702 1.597 3.406
H -4.868 2.322 2.247
H -3.035 -4.129 -4.479
H -4.949 -1.217 -4.462
H -3.314 -0.789 -3.631
H -5.452 0.705 -2.927
H -4.393 0.013 -1.635
H -6.031 -0.781 -2.042
O 0.176 3.028 4.593
C 0.357 4.180 4.869
C 0.169 5.353 3.939
C 0.903 6.462 4.672
C 0.751 6.047 6.121
O 0.728 4.613 6.102
H -0.898 5.563 3.844
H 0.609 5.154 2.963
H 0.513 7.459 4.466
H 1.960 6.450 4.392
H -0.185 6.404 6.560
H 1.582 6.392 6.735
O 6.173 -1.375 -3.478
C 6.655 -0.278 -3.513
C 7.598 0.242 -4.569
C 8.167 1.483 -3.906
C 7.034 1.913 -2.997
O 6.382 0.695 -2.603
H 7.026 0.486 -5.467
H 8.374 -0.487 -4.795
H 8.471 2.258 -4.610
H 9.040 1.211 -3.307
H 6.306 2.547 -3.511
H 7.395 2.436 -2.114
O 0.015 -4.349 8.494
C -1.161 -4.357 8.261
C -1.795 -4.510 6.899
C -3.221 -4.055 7.159
C -3.415 -4.417 8.616
O -2.122 -4.268 9.218
H -1.749 -5.559 6.602
H -1.298 -3.880 6.163
H -3.956 -4.516 6.499
H -3.289 -2.972 7.035
H -3.743 -5.452 8.748
H -4.127 -3.757 9.111
O -5.716 2.885 -3.861
C -6.887 2.875 -4.118
C -7.493 2.734 -5.493
C -8.925 3.180 -5.258
C -9.147 2.801 -3.808
O -7.866 2.949 -3.179
H -7.436 1.688 -5.801
H -6.984 3.373 -6.212
H -9.645 2.724 -5.937
H -8.995 4.265 -5.373
H -9.473 1.764 -3.694
H -9.871 3.454 -3.320
O -4.438 -3.778 -6.978
C -3.454 -4.170 -7.542
C -3.368 -5.394 -8.422
C -1.868 -5.612 -8.517
C -1.326 -4.206 -8.367
O -2.255 -3.535 -7.503
H -3.810 -5.165 -9.393
H -3.870 -6.243 -7.962
H -1.552 -6.099 -9.440
H -1.533 -6.230 -7.679
H -1.288 -3.671 -9.320
H -0.334 -4.195 -7.916
O 5.279 3.997 -0.775
C 5.889 4.960 -1.150
C 5.456 6.397 -0.998
C 6.375 7.113 -1.971
C 7.604 6.228 -1.966
O 7.110 4.898 -1.744
H 5.628 6.713 0.033
H 4.408 6.520 -1.267
H 6.588 8.146 -1.697
H 5.924 7.115 -2.967
H 8.296 6.481 -1.159
H 8.140 6.265 -2.914



Computed, not measured: 2 unconnected molecules or ions with the total composition C4H11N2, with the ωB97M-V functional and the def2-TZVPD basis.

The value obtained for the highest occupied orbital energy (alpha / beta) is -12.019 / -11.827 eV. The relative energy (zero: lowest compared OMol25 entry of this formula, charge and spin) is 103.54 kcal/mol. Its total charge is +1. The calculation puts the orbital gap (alpha / beta) at 7.95 / 7.28 eV.

Geometry (Å):
C -1.946 -0.188 -0.319
C 2.065 -0.811 0.317
C 2.165 0.403 -0.505
C -0.182 1.389 -0.217
N -2.635 -1.096 0.376
N -1.194 0.682 0.316
H -1.980 -0.092 -1.433
H 1.130 -1.248 0.075
H 2.846 -1.610 0.118
H 2.041 -0.614 1.455
H 1.977 0.404 -1.571
H 2.807 1.140 -0.142
H 0.396 2.206 0.224
H -0.221 1.237 -1.353
H -3.436 -1.433 -0.095
H -2.666 -1.100 1.389
H -1.166 0.731 1.368



For reference, F_max by record: 1.6 4.6 4.8 eV Å⁻¹.